Record 1
CH7IO3Ta | ωB97M-V with the def2-TZVPD basis set

CARTESIAN COORDINATES (ANGSTROEM)
O1 2.21756 -1.40800 0.91450
O2 1.93316 -0.02597 0.95463
C1 1.41293 0.41561 -0.31701
Ta1 -0.88512 0.22943 -0.31977
O3 -3.00149 -0.08717 -0.18166
I1 -1.02795 2.59811 1.29678
H1 1.38688 -1.87922 0.73335
H2 1.67013 1.48241 -0.38538
H3 1.90325 -0.08220 -1.16792
H4 -0.69690 -0.88431 1.14580
H5 -0.67668 -1.18511 -1.48114
H6 -1.04458 1.30079 -1.85594
H7 -3.19119 -0.47437 0.66377

## Properties
- Net charge: -1
- HOMO: -5.063 eV
- 2S+1: 1
- Orbital gap: 7.71 eV

Record 2
C4H13N2O | ωB97M-V with the def2-TZVPD basis set

CARTESIAN COORDINATES (ANGSTROEM)
C1 0.20134 0.37129 -1.74246
C2 -0.92442 0.79843 -0.81753
C3 -0.77656 0.33515 0.57297
C4 -1.51306 -0.54084 1.30189
N1 0.38798 1.05340 1.28361
N2 0.20397 -1.03677 -1.72859
H1 1.06702 1.01116 -1.54542
H2 -0.00326 0.81182 -2.72603
H3 -1.07677 1.82994 -1.00282
H4 -1.96218 0.41493 -1.06916
H5 -2.23408 -1.17413 0.76823
H6 -1.36256 -0.58961 2.31898
H7 1.04722 0.29025 1.47866
H8 0.63670 1.78657 0.72083
H9 -0.12824 1.37785 2.09586
H10 0.80280 -1.61926 -2.24062
H11 -0.73828 -1.40573 -1.65733
H12 2.42826 -0.87697 0.67974
H13 2.02814 -1.89187 1.74597
O1 1.91597 -0.94560 1.56321

## Properties
- Net charge: +1
- HOMO: -12.710 eV
- 2S+1: 1
- Relative energy (zero: lowest compared OMol25 entry of this formula, charge and spin): 296.2 kJ/mol
- Orbital gap: 9.63 eV

Record 3
C28H46F5IN3O26S6 | ωB97M-V with the def2-TZVPD basis set

CARTESIAN COORDINATES (ANGSTROEM)
C1 1.25732 -1.37887 1.91882
C2 1.74118 -0.36605 0.77354
N1 1.25393 1.06128 0.99668
C3 -0.02194 1.24157 0.23992
C4 -1.21766 1.93072 1.10373
N2 -2.37715 1.01149 1.28593
C5 -2.43002 0.26494 2.53593
C6 -1.30303 0.32487 3.68654
O1 -1.14072 -1.04469 4.18869
C7 -1.07599 -0.99279 5.66114
C8 -3.61957 -0.71631 2.89512
C9 -4.78301 -0.87145 1.89311
I1 -6.44856 -2.18187 2.36339
C10 -4.64695 -0.04546 0.53807
C11 -5.90406 -0.24321 -0.45326
N3 -5.84225 -1.59187 -1.09787
C12 -3.40896 0.88048 0.24328
C13 -3.40322 1.60149 -1.15832
F1 -3.79852 0.75086 -2.26723
F2 -2.19591 2.15907 -1.63398
C14 -4.49603 2.82802 -1.18753
F3 -5.25358 2.92720 -0.00082
F4 -3.75811 4.05893 -1.30501
F5 -5.27555 2.75134 -2.37121
C15 2.23639 1.94627 0.26837
C16 2.76266 3.31659 0.95003
O2 2.62570 1.64551 -0.90707
H1 1.85899 -2.35940 1.78113
H2 1.48979 -1.00672 2.98050
H3 0.14483 -1.66091 1.86142
H4 2.89672 -0.33638 0.79390
H5 1.42219 -0.79639 -0.23684
H6 0.09168 1.90498 -0.70223
H7 -0.46260 0.24359 -0.14948
H8 -0.73527 2.32613 2.06003
H9 -1.64047 2.88400 0.59388
H10 -1.55720 1.03817 4.54763
H11 -0.26843 0.61520 3.27433
H12 -0.73240 -2.00003 6.10605
H13 -2.15394 -0.79317 6.02492
H14 -0.37288 -0.16022 6.02511
H15 -3.64675 -1.31374 3.87255
H16 -6.84348 -0.13697 0.22149
H17 -6.00211 0.62149 -1.21916
H18 -5.07163 -2.12116 -0.66602
H19 -6.72850 -2.06016 -0.83666
H20 3.88065 3.38757 0.73129
H21 2.52381 3.32565 2.07575
H22 2.24480 4.17294 0.39938
C17 -2.52968 -1.48251 -5.37799
C18 -3.55286 -1.29127 -4.26950
O3 -4.74131 -1.91842 -4.74942
S1 -4.33159 -3.17936 -5.68812
O4 -4.39780 -4.37090 -4.89351
O5 -5.00510 -3.04498 -6.94422
O6 -2.76871 -2.79332 -5.89234
H23 -2.68669 -0.76480 -6.18776
H24 -1.50529 -1.39787 -5.01277
H25 -3.73411 -0.24177 -4.04952
H26 -3.24444 -1.80694 -3.35464
C19 3.06476 3.52284 6.03924
C20 2.45952 2.42653 6.90073
O7 1.28068 2.01478 6.20114
S2 1.53252 2.17475 4.60754
O8 1.91352 0.89568 4.08259
O9 0.46210 2.95439 4.05544
O10 2.85816 3.09948 4.68881
H27 2.54209 4.47285 6.18191
H28 4.12822 3.66126 6.23640
H29 2.21177 2.77419 7.90359
H30 3.12928 1.56474 6.97027
C21 -4.55954 2.63870 -7.51636
C22 -3.91038 3.97707 -7.83533
O11 -2.62558 3.92281 -7.21423
S3 -2.09243 2.38969 -7.23366
O12 -1.21256 2.23396 -8.35258
O13 -1.72669 2.02025 -5.89751
O14 -3.50534 1.67881 -7.59795
H31 -4.95507 2.62472 -6.49661
H32 -5.35687 2.38927 -8.21744
H33 -4.48686 4.82026 -7.45448
H34 -3.76031 4.09643 -8.91231
C23 3.95382 -6.60407 0.72931
C24 2.67132 -5.89694 0.31922
O15 1.98629 -5.63308 1.54464
S4 3.07848 -5.37552 2.71767
O16 3.24784 -3.95466 2.87012
O17 2.77902 -6.24471 3.81409
O18 4.37328 -5.95742 1.93253
H35 3.76910 -7.65786 0.95554
H36 4.72877 -6.52810 -0.03431
H37 2.05487 -6.50420 -0.34363
H38 2.88570 -4.93776 -0.16156
C25 3.76426 0.06025 -4.58601
C26 2.77215 0.26230 -3.45086
O19 1.56691 -0.36183 -3.89645
S5 1.94403 -1.62850 -4.83880
O20 1.89256 -2.81608 -4.03601
O21 1.23730 -1.49705 -6.07668
O22 3.50293 -1.25245 -5.08676
H39 3.58941 0.77476 -5.39536
H40 4.79846 0.14087 -4.24912
H41 2.60108 1.31479 -3.22990
H42 3.10157 -0.25002 -2.54290
C27 5.67784 0.36587 3.39585
C28 5.35272 -0.67255 4.45860
O23 6.28914 -0.43132 5.51038
S6 6.62813 1.15462 5.56500
O24 5.80834 1.75460 6.57901
O25 8.04832 1.31665 5.51885
O26 6.01143 1.55331 4.11729
H43 6.55014 0.06882 2.80687
H44 4.83498 0.54977 2.72786
H45 5.44607 -1.69291 4.08614
H46 4.34614 -0.52344 4.86105

## Properties
- Net charge: +1
- HOMO: -12.332 eV
- 2S+1: 1
- Orbital gap: 7.51 eV

Record 4
C6H8IN2O7PtS4Sb | ωB97M-V with the def2-TZVPD basis set

CARTESIAN COORDINATES (ANGSTROEM)
Pt1 -1.10561 0.51052 0.14890
S1 -3.87819 4.75407 0.82678
Sb1 -2.09306 3.72399 -0.17150
S2 -0.73042 2.46095 1.33285
S3 -2.72450 1.57091 -1.06004
O1 -1.72830 -1.48836 -0.27621
S4 -2.49607 -1.61336 1.04894
O2 -3.80223 -2.17277 0.88913
O3 -1.64601 -2.29123 2.01050
O4 -2.54681 -0.10373 1.43564
N1 0.80500 -1.28679 3.38241
C1 0.67651 -1.34861 2.05656
O5 0.62038 -0.30396 1.38402
C2 0.76745 -2.66174 1.33278
I1 0.79229 -4.42204 2.52982
H1 0.55355 -0.40226 3.79625
H2 0.63719 -2.12166 3.92006
H3 1.67675 -2.66537 0.74332
H4 -0.08048 -2.72593 0.65939
O6 0.91739 -1.27713 -1.65527
C3 1.05179 -0.09535 -1.85630
C4 2.03611 0.48416 -2.86025
C5 1.88915 1.98405 -2.69548
C6 0.68455 2.13830 -1.78515
O7 0.16864 3.22253 -1.57891
N2 0.31910 0.92642 -1.26188
H5 1.74940 0.13141 -3.85120
H6 3.02954 0.09412 -2.64530
H7 1.71713 2.53994 -3.61469
H8 2.73975 2.43891 -2.18520

## Properties
- Net charge: -1
- HOMO (spin up / spin down): -5.302 / -5.673 eV
- 2S+1: 2
- Relative energy (zero: lowest compared OMol25 entry of this formula, charge and spin): 0.0 kJ/mol
- Orbital gap (spin up / spin down): 6.99 / 6.25 eV

What are the electronic energy values for these records? In order: -16941.5654, -9378.5143, -174166.9883, -84895.4210 eV.